Record 1
The following is a DFT calculation (ωB97M-V with the def2-TZVPD basis set) of a molecular structure, C41H58CdN4P2SeSi.

XYZ file:
```
108
Properties=species:S:1:pos:R:3:lowdin_charge:R:1
Cd -0.088 0.494 0.034 1.2560
C 1.760 3.604 1.806 -0.1397
C 1.085 4.159 0.554 -0.5340
C 1.751 5.462 0.126 -0.1052
P 1.078 2.756 -0.700 1.0317
C 0.824 3.565 -2.361 -0.5566
C -0.612 4.076 -2.437 -0.1090
C 1.099 2.526 -3.446 -0.1169
C 2.808 2.225 -0.736 -0.3426
C 3.796 2.925 -1.420 -0.1168
C 5.099 2.472 -1.459 -0.1054
C 5.423 1.301 -0.784 -0.0889
C 4.467 0.586 -0.106 -0.0411
C 3.117 1.006 -0.068 -0.3561
N 2.129 0.250 0.457 -0.1239
C 2.374 -0.873 1.207 -0.3748
C 3.156 -0.860 2.368 -0.0377
C 3.242 -1.982 3.163 -0.0871
C 2.529 -3.129 2.842 -0.0963
C 1.774 -3.171 1.684 -0.1002
C 1.738 -2.079 0.825 -0.3392
P 0.801 -1.978 -0.733 1.0086
C 0.338 -3.770 -1.056 -0.5652
C -0.644 -3.885 -2.221 -0.1569
C 1.488 -4.759 -1.225 -0.1091
C 2.110 -1.505 -2.004 -0.5259
C 3.462 -2.194 -1.870 -0.0960
C 1.562 -1.607 -3.424 -0.1161
H 1.587 4.257 2.659 0.0828
H 2.832 3.524 1.637 0.0784
H 1.379 2.609 2.044 0.0373
H 0.029 4.350 0.780 0.0959
H 2.805 5.300 -0.090 0.0712
H 1.683 6.184 0.941 0.0809
H 1.268 5.903 -0.742 0.0641
H 1.519 4.403 -2.476 0.0925
H -1.309 3.238 -2.416 0.0552
H -0.771 4.635 -3.358 0.0830
H -0.841 4.731 -1.598 0.0666
H 0.409 1.684 -3.344 0.0573
H 2.120 2.150 -3.380 0.0617
H 0.959 2.962 -4.435 0.0823
H 3.544 3.841 -1.939 0.0973
H 5.850 3.018 -2.013 0.0943
H 6.442 0.943 -0.797 0.1026
H 4.742 -0.332 0.392 0.1015
H 3.672 0.052 2.638 0.1162
H 3.854 -1.960 4.053 0.1010
H 2.562 -3.990 3.494 0.0977
H 1.216 -4.065 1.448 0.0940
H -0.221 -4.022 -0.144 0.0461
H -0.134 -3.869 -3.181 0.0580
H -1.362 -3.068 -2.196 0.0196
H -1.191 -4.824 -2.152 0.0793
H 1.913 -4.706 -2.223 0.0646
H 1.115 -5.774 -1.086 0.0838
H 2.281 -4.584 -0.505 0.0618
H 2.259 -0.438 -1.805 0.0672
H 3.451 -3.193 -2.293 0.0597
H 3.759 -2.263 -0.827 0.0656
H 4.216 -1.614 -2.398 0.0823
H 1.549 -2.635 -3.778 0.0609
H 2.194 -1.034 -4.101 0.0808
H 0.551 -1.205 -3.479 0.0590
C -3.807 3.112 2.044 -0.1863
Si -2.741 1.530 1.774 0.3953
C -3.739 0.094 2.568 -0.2108
C -1.199 1.691 2.898 -0.1945
N -2.110 1.178 0.217 -0.2264
C -2.716 1.286 -0.998 -0.4456
C -2.192 0.614 -2.121 -0.1332
C -2.724 0.767 -3.384 -0.1213
C -3.808 1.604 -3.601 -0.1266
C -4.365 2.250 -2.507 -0.1049
C -3.851 2.083 -1.240 -0.0519
H -3.779 3.429 3.082 0.0212
H -4.848 2.922 1.799 0.0166
H -3.470 3.949 1.440 0.0171
H -4.212 0.404 3.495 0.0188
H -3.075 -0.735 2.797 -0.0163
H -4.519 -0.276 1.910 0.0055
H -1.486 1.619 3.941 0.0271
H -0.712 2.651 2.768 -0.0004
H -0.471 0.895 2.707 -0.0013
H -1.341 -0.055 -1.976 0.0254
H -2.281 0.226 -4.210 0.0982
H -4.211 1.737 -4.594 0.0904
H -5.220 2.898 -2.652 0.0996
H -4.303 2.595 -0.407 0.0733
C -4.612 -4.382 2.304 -0.0345
N -4.993 -4.077 0.955 -0.0832
C -4.281 -3.303 0.092 -0.7353
Se -2.681 -2.539 0.388 0.7310
N -4.979 -3.239 -1.075 0.1199
C -6.133 -3.977 -0.970 -0.1799
C -7.151 -4.252 -1.864 -0.0116
C -8.180 -5.069 -1.421 -0.0933
C -8.192 -5.586 -0.131 -0.0928
C -7.175 -5.316 0.770 -0.0087
C -6.139 -4.511 0.332 -0.1625
H -3.704 -3.826 2.532 0.0402
H -4.415 -5.451 2.413 0.1013
H -5.404 -4.086 2.994 0.1009
H -4.679 -2.677 -1.854 0.1565
H -7.154 -3.847 -2.863 0.1117
H -8.995 -5.308 -2.087 0.1019
H -9.013 -6.211 0.183 0.1015
H -7.189 -5.719 1.769 0.1091
```

For the calculated total energy, the calculation gives -145788.049 eV. The calculation puts the HOMO energy at -0.24990 Eh. The value obtained for the gap between HOMO and LUMO is 7.27 eV. As for the LUMO energy: 0.017 hartree. The multiplicity is 1.

=====

Record 2
The following is a DFT calculation (ωB97M-V with the def2-TZVPD basis set) of a molecular structure, C41H58N4O5P2S2Sr.

XYZ file:
```
113
Properties=species:S:1:pos:R:3:lowdin_charge:R:1
Sr 13.308 10.939 13.209 1.1800
C 17.451 8.601 12.714 -0.0862
N 17.879 9.190 11.420 -0.1761
C 18.664 8.301 10.484 -0.1256
C 17.901 7.010 9.967 -0.1905
N 17.716 6.985 8.484 -0.1710
C 16.408 6.423 8.083 -0.1207
C 18.883 6.413 7.692 -0.2343
C 19.570 7.366 6.895 -0.0637
C 20.644 7.026 6.102 -0.1547
C 21.034 5.704 6.167 -0.1519
C 20.413 4.767 6.982 -0.1821
C 19.444 5.139 7.879 -0.7843
S 18.915 4.091 9.101 0.4420
C 18.345 10.534 11.526 -0.2868
C 19.738 10.779 11.263 -0.0403
C 20.223 12.068 11.152 -0.1191
C 19.236 13.049 11.315 -0.1507
C 17.877 12.865 11.596 -0.1442
C 17.365 11.545 11.713 -0.6387
S 15.639 11.148 11.514 0.3913
H 16.392 8.477 12.704 0.0224
H 17.710 9.342 13.528 0.0968
H 17.857 7.604 12.820 0.0829
H 19.547 8.074 10.951 0.0659
H 18.790 8.798 9.504 0.1204
H 16.900 7.050 10.480 0.1175
H 18.273 6.056 10.291 -0.0021
H 15.524 6.794 8.611 0.0706
H 16.347 5.308 8.060 0.0570
H 16.397 6.704 6.990 0.0818
H 19.270 8.391 7.015 0.0902
H 21.051 7.719 5.378 0.0781
H 21.848 5.359 5.493 0.0898
H 20.806 3.731 7.086 0.0877
H 20.378 9.921 11.082 0.0929
H 21.233 12.242 10.838 0.0822
H 19.625 14.090 11.223 0.0886
H 17.168 13.740 11.682 0.1047
C 15.043 8.551 15.433 -0.1350
C 15.626 9.571 16.418 -0.5423
C 15.131 9.254 17.803 -0.1426
P 15.146 11.262 15.795 1.0352
C 16.688 12.239 15.639 -0.5226
C 17.506 12.394 16.943 -0.1010
C 16.179 13.568 15.004 -0.1299
C 14.013 12.006 16.959 -0.3163
C 14.331 12.223 18.298 -0.1009
C 13.541 12.881 19.209 -0.3426
C 14.037 13.271 20.524 -0.0890
C 12.263 13.134 18.705 -0.0644
C 11.880 13.046 17.386 -0.0128
C 12.775 12.489 16.441 -0.3369
N 12.557 12.261 15.135 -0.1567
C 11.240 12.254 14.734 -0.2990
C 10.224 11.406 15.274 -0.1739
C 10.545 10.180 16.091 0.0147
C 8.855 11.617 14.968 -0.0049
C 8.403 12.510 13.961 -0.2054
C 6.962 12.466 13.641 -0.0493
C 9.475 13.347 13.458 0.0203
C 10.840 13.185 13.699 -0.1598
C 11.828 13.964 12.937 -0.0120
H 15.168 7.506 15.692 0.0789
H 15.517 8.722 14.466 0.0321
H 13.980 8.661 15.271 0.0533
H 16.697 9.601 16.307 0.0861
H 14.047 9.628 17.861 0.0862
H 15.620 9.844 18.664 0.0840
H 15.100 8.163 18.064 0.0787
H 17.222 11.744 14.823 0.0917
H 16.907 12.934 17.669 0.0515
H 18.409 12.926 16.798 0.0512
H 17.757 11.409 17.386 0.0745
H 15.606 14.183 15.781 0.1001
H 15.586 13.370 14.168 0.0110
H 17.066 14.149 14.668 0.0810
H 15.347 12.037 18.673 0.0901
H 13.893 14.459 20.599 0.1187
H 15.111 13.115 20.714 0.0695
H 13.478 12.783 21.333 0.0676
H 11.470 13.458 19.387 0.1065
H 10.817 13.024 17.154 0.1089
H 11.516 10.202 16.473 0.0785
H 10.416 9.397 15.490 0.0538
H 9.893 10.161 16.673 -0.0384
H 8.199 10.846 15.429 0.1266
H 6.438 12.689 14.592 0.1066
H 6.448 11.808 13.286 -0.0223
H 6.806 13.324 13.102 0.0509
H 9.290 13.877 12.699 0.0315
H 12.072 13.603 12.184 -0.0388
H 12.752 14.070 13.477 0.1034
H 11.366 14.706 12.530 0.0476
O 10.586 9.976 12.070 -0.1590
N 10.890 8.909 12.591 -0.2568
O 12.094 8.894 13.066 -0.4001
C 5.663 16.455 7.623 -0.2152
O 6.585 15.610 8.244 -0.3779
P 6.068 14.035 8.341 0.7803
O 7.432 13.648 9.086 -0.3232
C 7.386 12.382 9.894 -0.0393
O 6.360 13.448 6.903 -0.3659
C 7.536 13.603 6.106 -0.0885
H 4.783 16.419 8.263 0.0490
H 5.209 16.119 6.745 0.0210
H 6.330 17.668 7.393 0.1905
H 7.299 12.687 10.912 0.0629
H 8.192 11.777 9.825 0.0605
H 6.604 11.810 9.695 0.0231
H 8.090 14.383 6.364 0.0240
H 7.129 13.725 4.908 0.1591
H 8.067 12.743 6.166 0.0418
```

For the calculated total energy, the calculation gives -100731.837 eV. Its net charge is -2. The calculation puts the HOMO energy (spin up / spin down) at -0.05706 / -0.05704 Eh. The value obtained for the gap between HOMO and LUMO (spin up / spin down) is 4.69 / 4.69 eV. As for the LUMO energy (spin up / spin down): 0.115 / 0.115 hartree. The relative energy (zero: lowest compared OMol25 entry of this formula, charge and spin) comes out at 289.1 kcal per mole. The multiplicity is 1.

=====

Record 3
The following is a DFT calculation (ωB97M-V with the def2-TZVPD basis set) of a molecular structure, C41H60BBaN9O4PSbSe.

XYZ file:
```
119
Properties=species:S:1:pos:R:3:lowdin_charge:R:1
Ba -0.841 0.594 -0.382 1.7101
C -4.128 2.491 -1.852 -0.0196
C -3.564 2.306 -0.470 -0.3890
C -3.959 1.528 0.631 -0.0660
C -2.967 1.680 1.560 -0.1605
N -2.081 2.563 1.064 -0.1761
N -2.464 2.988 -0.189 0.0684
B -0.934 3.300 1.825 -0.6841
N -0.481 2.284 2.861 -0.0096
C -0.095 2.482 4.119 -0.0564
C 0.437 1.306 4.581 -0.0240
C 0.403 0.461 3.487 -0.3788
C 0.892 -0.946 3.478 -0.0309
N -0.183 1.047 2.461 0.0184
N 0.135 3.789 0.788 0.0134
C 0.722 4.991 0.659 -0.0776
C 1.380 5.056 -0.546 -0.0225
C 1.174 3.778 -1.116 -0.3645
C 1.568 3.359 -2.490 -0.0136
N 0.461 3.034 -0.281 -0.0339
N -1.552 4.535 2.483 -0.0036
C -2.730 5.095 2.217 -0.0643
C -2.891 6.269 2.969 0.0022
C -1.661 6.330 3.680 -0.3504
C -1.036 7.299 4.620 -0.0558
N -0.868 5.302 3.362 0.0839
H -5.230 2.532 -1.831 0.0836
H -3.747 3.447 -2.206 0.0835
H -3.769 1.700 -2.536 0.0614
H -4.779 0.839 0.711 0.0872
H -2.837 1.302 2.572 0.1363
H -0.158 3.438 4.635 0.1142
H 0.827 1.184 5.574 0.0993
H 1.649 -1.060 4.244 0.0780
H 0.095 -1.676 3.726 0.0737
H 1.367 -1.238 2.542 0.0621
H 0.511 5.753 1.404 0.1108
H 1.797 5.980 -1.001 0.1108
H 1.440 4.189 -3.154 0.0807
H 2.589 3.067 -2.474 0.0502
H 0.909 2.537 -2.820 0.0484
H -3.371 4.615 1.505 0.1101
H -3.719 6.926 2.990 0.0756
H -1.003 6.976 5.674 0.0763
H -0.023 7.521 4.349 0.0615
H -1.586 8.227 4.596 0.0616
C 2.400 -0.068 -3.518 -0.1005
C 3.416 0.170 -2.397 -0.5074
C 4.685 -0.646 -2.467 -0.1158
P 2.480 0.209 -0.740 1.0680
C 3.449 1.452 0.198 -0.5645
C 3.100 1.394 1.674 -0.1089
C 4.954 1.644 -0.087 -0.1085
C 3.028 -1.409 -0.026 -0.2876
C 4.327 -1.669 0.348 -0.0576
C 4.749 -2.992 0.630 -0.2417
C 6.112 -3.324 1.121 -0.0594
C 3.796 -4.018 0.401 -0.0279
C 2.518 -3.767 -0.048 0.0163
C 2.067 -2.416 -0.159 -0.2956
N 0.714 -2.114 -0.304 0.1178
C -0.109 -3.238 -0.576 -0.2336
C -0.917 -3.711 0.486 -0.2471
C -0.961 -3.020 1.825 -0.0496
C -1.573 -4.891 0.316 -0.0315
C -1.593 -5.606 -0.901 -0.2926
C -2.406 -6.856 -1.036 -0.0559
C -0.869 -5.098 -1.942 -0.0269
C -0.097 -3.953 -1.804 -0.2091
C 0.628 -3.426 -2.980 -0.0294
H 2.830 0.206 -4.452 0.0738
H 1.527 0.565 -3.331 0.0360
H 2.040 -1.071 -3.655 0.0571
H 3.670 1.245 -2.478 0.0782
H 4.497 -1.713 -2.429 0.0750
H 5.390 -0.384 -1.667 0.0506
H 5.292 -0.463 -3.382 0.0913
H 2.993 2.408 -0.143 0.0819
H 3.594 0.563 2.174 0.0770
H 2.025 1.304 1.719 0.0309
H 3.390 2.326 2.152 0.0862
H 5.586 0.817 0.269 0.0513
H 5.289 2.563 0.475 0.0933
H 5.196 1.805 -1.139 0.0617
H 4.996 -0.865 0.551 0.0731
H 6.734 -2.419 1.131 0.0773
H 6.573 -4.031 0.440 0.0767
H 6.206 -3.739 2.153 0.0940
H 4.123 -5.024 0.527 0.1011
H 1.791 -4.571 -0.253 0.1277
H 0.031 -2.986 2.243 0.0470
H -1.577 -3.597 2.500 0.0810
H -1.321 -1.982 1.754 0.0645
H -2.062 -5.368 1.156 0.1126
H -1.985 -7.566 -1.749 0.0730
H -3.404 -6.604 -1.371 0.0707
H -2.456 -7.412 -0.059 0.0905
H -0.838 -5.628 -2.896 0.1266
H 0.575 -4.136 -3.864 0.1097
H 1.677 -3.287 -2.753 0.0639
H 0.194 -2.476 -3.289 0.0530
O -0.832 -0.835 -5.068 -0.4919
Se -1.582 -0.025 -3.919 0.6518
O -3.041 0.337 -4.567 -0.5083
O -1.534 -0.852 -2.452 -0.8011
O -0.816 1.305 -3.336 -0.6062
C -5.278 -0.762 -1.880 -0.3030
Sb -3.941 -1.984 -0.707 1.3014
C -5.486 -2.918 0.456 -0.3612
C -3.913 -3.275 -2.426 -0.2950
H -6.244 -1.252 -1.955 0.0056
H -4.836 -0.615 -2.845 -0.0089
H -5.485 0.182 -1.396 -0.0326
H -6.330 -3.215 -0.169 -0.0032
H -5.882 -2.168 1.125 -0.0199
H -5.174 -3.779 0.988 -0.0342
H -3.437 -4.227 -2.266 -0.0350
H -3.422 -2.724 -3.243 0.0170
H -4.943 -3.504 -2.705 0.0063
```

For the calculated total energy, the calculation gives -147638.544 eV. Its net charge is -1. The calculation puts the HOMO energy (spin up / spin down) at -0.19527 / -0.19526 Eh. The value obtained for the gap between HOMO and LUMO (spin up / spin down) is 7.26 / 5.61 eV. As for the LUMO energy (spin up / spin down): 0.072 / 0.011 hartree. The relative energy (zero: lowest compared OMol25 entry of this formula, charge and spin) comes out at 0.0 kcal per mole. The multiplicity is 2.